1.
{"formula": "C18H15IN4O3W", "method": "wB97M-V/def2-TZVPD", "elements": ["W", "C", "O", "C", "C", "C", "C", "C", "C", "N", "N", "C", "O", "C", "C", "C", "C", "C", "C", "C", "O", "H", "H", "H", "H", "H", "H", "H", "H", "H", "H", "H", "H", "I", "C", "C", "N", "N", "C", "H", "H", "H"], "positions_angstrom": [[0.656688, 0.010528, -0.531100], [4.558683, 0.538243, 1.472860], [4.351668, -0.595357, 2.323403], [3.123478, -0.938919, 2.729327], [3.052972, -1.590696, 3.978800], [1.858606, -2.020597, 4.511259], [0.668651, -1.786562, 3.821454], [0.709709, -1.142110, 2.593082], [-0.539698, -0.635284, 2.078114], [-0.510783, 0.374377, 1.255806], [-1.796339, 0.933877, 0.990439], [-1.988314, 1.098630, -0.254531], [-0.948816, 0.655400, -1.094121], [-3.184945, 1.613295, -0.888708], [-3.254860, 1.732073, -2.278054], [-4.405540, 2.231625, -2.861225], [-5.475885, 2.610552, -2.062654], [-5.404479, 2.493036, -0.678872], [-4.261843, 1.996087, -0.083882], [1.951349, -0.788764, 2.017965], [1.944953, -0.326488, 0.709970], [5.600803, 0.810423, 1.602669], [3.924355, 1.371032, 1.779935], [4.380493, 0.291578, 0.426746], [3.988143, -1.744134, 4.501715], [1.840526, -2.516049, 5.471513], [-0.284850, -2.064076, 4.251839], [-1.453109, -1.073750, 2.469554], [-2.419062, 1.437398, -2.897867], [-4.466366, 2.327717, -3.936307], [-6.374436, 3.002016, -2.520544], [-6.242899, 2.791884, -0.065376], [-4.191015, 1.902595, 0.990922], [-0.106750, -2.175962, -5.608409], [1.036103, -1.610570, -3.992945], [2.040351, -2.328222, -3.345952], [2.514282, -1.564122, -2.364534], [1.908554, -0.345989, -2.303054], [1.014166, -0.398027, -3.332321], [2.447055, -3.306389, -3.552211], [3.304047, -1.755538, -1.763997], [0.434354, 0.485238, -3.560707]], "atomic_forces_ev_per_a": [[1.49, 0.93, -0.25], [-0.02, 0.05, 0.02], [0.00, -0.09, -0.04], [0.32, -0.05, -0.09], [-0.18, -0.04, 0.06], [0.08, 0.02, -0.07], [0.11, -0.04, 0.00], [-0.11, -0.18, 0.00], [1.20, 0.04, 0.49], [-1.88, -0.47, -1.10], [0.65, -0.22, 0.32], [-0.16, -0.16, -0.17], [-0.79, 0.18, -0.12], [0.16, 0.06, -0.02], [-0.05, 0.01, 0.00], [0.06, -0.02, -0.02], [-0.03, 0.01, -0.01], [0.00, 0.00, 0.06], [-0.03, 0.02, -0.02], [-0.08, 0.20, 0.38], [-0.06, -0.65, 0.34], [0.00, 0.01, 0.00], [-0.01, -0.01, 0.01], [0.01, -0.02, 0.00], [0.00, 0.01, -0.01], [0.01, 0.00, -0.01], [0.00, 0.01, 0.01], [-0.23, 0.53, 0.08], [0.00, 0.00, 0.00], [-0.01, 0.00, 0.01], [0.00, 0.00, 0.00], [0.00, 0.00, 0.00], [-0.01, 0.01, 0.00], [0.08, 0.00, 0.07], [0.19, -0.12, -0.10], [-0.01, 0.13, -0.22], [0.22, -0.12, 0.46], [-0.53, -0.62, -0.12], [-0.26, 0.68, -0.01], [0.02, 0.01, 0.01], [-0.03, -0.05, 0.04], [-0.11, -0.06, 0.01]], "homo_lumo_gap_ev": [6.1, 5.6], "largest_force_ev_per_a": 2.22, "relative_energy_kcal_mol": 14.2, "lumo_ev": [-8.418, -8.973], "total_charge": 2, "multiplicity": 3, "total_energy_ev": -40920.1445}

2.
{"formula": "C18H15IrN3O5Se2", "method": "wB97M-V/def2-TZVPD", "elements": ["Ir", "O", "C", "O", "C", "C", "C", "C", "C", "N", "C", "O", "O", "H", "H", "H", "H", "Se", "Se", "C", "C", "C", "C", "C", "N", "C", "C", "C", "C", "C", "N", "H", "H", "H", "H", "H", "H", "H", "H", "C", "O", "H", "H", "H"], "positions_angstrom": [[0.068444, -0.519407, 0.238751], [4.058125, 1.026977, -1.075925], [2.865649, 0.739995, -0.613327], [2.494373, -0.380400, -0.304609], [1.963631, 1.913343, -0.474622], [2.347189, 3.214113, -0.712150], [1.403286, 4.225360, -0.534842], [0.128862, 3.894680, -0.119080], [-0.172103, 2.559278, 0.112427], [0.722566, 1.591375, -0.071303], [-1.516282, 2.113203, 0.632577], [-2.410823, 2.893333, 0.798372], [-1.537156, 0.822239, 0.888898], [4.599245, 0.222084, -1.150657], [3.357831, 3.431456, -1.026563], [1.671817, 5.257124, -0.717412], [-0.645648, 4.633269, 0.036429], [-2.187546, -2.517105, 2.096224], [-2.511118, -0.363069, 2.802575], [-0.719207, -0.129085, 3.462754], [-0.556434, 0.292389, 4.764423], [0.744262, 0.458359, 5.236728], [1.799297, 0.193106, 4.387565], [1.528900, -0.211417, 3.084561], [0.290314, -0.367256, 2.620721], [-2.824712, -2.237997, 0.301881], [-4.004313, -2.827311, -0.103493], [-4.430293, -2.598596, -1.409182], [-3.669653, -1.784493, -2.223658], [-2.495534, -1.240153, -1.721250], [-2.063817, -1.471321, -0.483256], [-1.411571, 0.478246, 5.400354], [0.916186, 0.782648, 6.254231], [2.823608, 0.298008, 4.715987], [2.328170, -0.426265, 2.385619], [-4.575770, -3.443129, 0.576417], [-5.349159, -3.041853, -1.768421], [-3.969470, -1.566015, -3.238715], [-1.873514, -0.602689, -2.338680], [1.616988, -3.133885, 0.038426], [0.423914, -2.373726, 0.218000], [1.347370, -4.092403, -0.400953], [2.049254, -3.326732, 1.023864], [2.348240, -2.626078, -0.578188]], "atomic_forces_ev_per_a": [[-0.03, 0.36, 0.10], [-0.03, -0.02, 0.00], [0.02, -0.06, 0.01], [0.27, 0.14, 0.05], [-0.15, -0.06, 0.01], [-0.01, 0.10, -0.02], [0.08, 0.01, -0.03], [-0.10, 0.00, 0.00], [0.20, -0.03, -0.08], [0.06, 0.13, 0.01], [-0.07, -0.03, 0.03], [-0.04, -0.01, 0.12], [-0.08, 0.28, -0.28], [0.00, 0.02, 0.00], [0.00, 0.00, -0.01], [0.00, 0.00, 0.00], [0.01, 0.00, 0.02], [0.04, -0.23, -0.04], [-0.13, 0.08, 0.19], [-0.07, 0.07, -0.04], [0.06, 0.01, 0.08], [-0.05, -0.01, 0.01], [0.01, -0.03, -0.05], [0.06, -0.07, 0.03], [0.03, 0.07, 0.02], [-0.05, 0.10, -0.05], [-0.03, -0.02, -0.06], [-0.01, -0.04, 0.07], [0.03, 0.04, -0.05], [0.10, 0.00, -0.03], [-0.37, -0.16, 0.10], [0.00, 0.00, 0.00], [0.00, 0.00, 0.00], [0.00, 0.00, -0.01], [0.01, 0.03, 0.00], [-0.02, 0.02, 0.00], [0.01, 0.00, 0.00], [0.00, 0.00, 0.00], [-0.01, 0.00, -0.01], [-0.08, -0.24, 0.13], [0.45, -0.55, -0.13], [-0.07, 0.00, -0.04], [-0.02, 0.04, 0.01], [-0.02, 0.07, -0.08]], "homo_lumo_gap_ev": [7.8, 6.6], "largest_force_ev_per_a": 0.73, "lumo_ev": [-6.725, -8.773], "total_charge": 2, "multiplicity": 6, "total_energy_ev": -167130.3344}

3.
{"formula": "C18H15N3O3S2", "method": "wB97M-V/def2-TZVPD", "elements": ["C", "C", "C", "C", "C", "C", "C", "C", "H", "H", "H", "H", "N", "C", "O", "C", "H", "H", "S", "C", "C", "C", "N", "C", "C", "C", "C", "C", "O", "N", "H", "H", "O", "H", "S", "H", "H", "H", "H", "H", "H"], "positions_angstrom": [[4.561420, 3.086212, 2.498207], [3.794563, 1.874730, 2.067118], [4.449477, 0.802418, 1.477490], [3.762208, -0.325538, 1.074356], [2.386163, -0.397823, 1.258178], [1.719595, 0.669176, 1.845049], [2.410318, 1.801490, 2.250371], [1.665150, 2.935357, 2.882991], [2.040041, 3.125952, 3.888022], [0.604236, 2.710440, 2.945203], [1.794541, 3.849178, 2.304079], [0.653521, 0.613564, 1.988121], [1.731122, -1.568759, 0.834830], [0.415677, -1.876652, 0.909069], [-0.460356, -1.177488, 1.356458], [0.138372, -3.275633, 0.338001], [0.579287, -4.038609, 0.980703], [0.529771, -3.379765, -0.675467], [-1.642416, -3.627464, 0.327349], [-2.205847, -2.421431, -0.781085], [-3.541104, -2.125588, -0.989799], [-4.606453, -2.722736, -0.300629], [-5.507774, -3.189910, 0.233699], [-3.716254, -1.129425, -1.993624], [-2.513177, -0.695415, -2.526345], [-2.498927, 0.299172, -3.533460], [-3.694029, 0.802559, -3.955474], [-4.965005, 0.374664, -3.427457], [-6.053404, 0.789442, -3.770441], [-4.883062, -0.608148, -2.435849], [-5.759406, -0.927371, -2.039490], [-3.733227, 1.561952, -4.721725], [-1.301505, 0.686381, -4.018173], [-1.420639, 1.368203, -4.691738], [-1.153260, -1.501948, -1.808204], [2.348485, -2.258943, 0.428771], [4.292789, -1.149745, 0.618019], [5.518897, 0.848524, 1.330829], [4.440055, 3.256697, 3.567438], [5.620581, 2.968524, 2.284566], [4.199578, 3.973755, 1.980043]], "atomic_forces_ev_per_a": [[-0.05, -0.02, 0.00], [0.00, -0.05, -0.02], [-0.10, 0.01, 0.02], [-0.15, -0.05, 0.00], [0.17, 0.27, 0.10], [-0.15, -0.03, 0.02], [0.20, -0.14, -0.10], [0.02, -0.03, -0.02], [-0.02, 0.08, 0.08], [-0.07, 0.03, 0.02], [-0.03, 0.11, 0.01], [-0.04, 0.00, 0.01], [0.42, -0.08, -0.12], [0.02, -0.38, -0.07], [0.05, 0.17, 0.18], [-0.81, 0.09, -0.02], [0.02, -0.01, -0.07], [0.15, -0.05, 0.07], [0.28, -0.14, 0.04], [0.05, 0.24, -0.35], [0.99, 0.20, -0.24], [-0.29, -0.16, 0.19], [-0.33, -0.18, 0.21], [0.81, 0.32, -0.42], [0.02, -0.37, 0.35], [-0.63, 0.21, -0.15], [0.40, 0.10, -0.13], [0.05, -0.12, 0.11], [-0.26, 0.15, -0.12], [-0.23, -0.22, 0.26], [0.04, 0.10, -0.11], [-0.03, 0.07, -0.07], [0.10, -0.09, 0.09], [-0.05, -0.08, 0.08], [-0.64, -0.15, 0.11], [-0.21, 0.04, 0.05], [0.06, -0.09, -0.05], [0.11, 0.01, -0.01], [0.04, 0.09, 0.08], [0.07, 0.04, 0.01], [0.03, 0.13, 0.01]], "smiles": "Cc1ccc(NC(=O)CSc2sc3c(O)cc(=O)[nH]c3c2C#N)cc1C", "homo_lumo_gap_ev": 8.0, "largest_force_ev_per_a": 1.04, "relative_energy_kcal_mol": 0.0, "lumo_ev": -0.116, "total_charge": 0, "multiplicity": 1, "total_energy_ev": -51193.8132}

4.
{"formula": "C18H16Br2ClF2IN2O", "method": "wB97M-V/def2-TZVPD", "elements": ["C", "C", "C", "F", "C", "C", "C", "C", "O", "I", "C", "C", "C", "F", "C", "C", "N", "C", "C", "Br", "C", "C", "Br", "C", "Cl", "N", "C", "H", "H", "H", "H", "H", "H", "H", "H", "H", "H", "H", "H", "H", "H", "H", "H"], "positions_angstrom": [[-2.732769, 1.924833, 3.284328], [-1.809534, 0.958634, 2.519687], [-1.235112, 1.541093, 1.232994], [-2.115693, 2.417097, 0.622010], [-0.772379, 0.443032, 0.304639], [-1.530282, -0.094551, -0.721233], [-2.936267, 0.389341, -0.983822], [-2.915259, 1.658705, -1.815615], [-1.994385, 2.028596, -2.434284], [-4.768139, 2.768900, -1.863462], [-1.008166, -1.158595, -1.519619], [-1.776385, -1.843637, -2.619727], [-2.010667, -1.042207, -3.871249], [-2.979112, -2.353502, -2.140841], [0.246290, -1.632912, -1.254451], [1.043580, -1.103035, -0.229138], [2.291240, -1.623329, -0.025028], [2.971438, -1.099339, 0.953615], [4.339747, -1.626915, 1.189124], [4.414928, -3.322502, 1.992250], [5.393307, -0.922124, 0.795529], [5.337088, 0.400235, 0.111506], [7.142306, -1.608216, 1.092123], [2.428462, -0.071509, 1.777788], [3.305545, 0.494188, 3.153355], [1.260078, 0.438157, 1.582308], [0.526781, -0.073432, 0.547512], [-2.482949, 1.918517, 4.337077], [-3.762925, 1.609717, 3.181462], [-2.602849, 2.934968, 2.916067], [-0.950986, 0.749957, 3.149884], [-2.273648, -0.007537, 2.348861], [-0.359490, 2.123132, 1.496938], [-3.448710, 0.610652, -0.060252], [-3.530818, -0.330784, -1.535354], [-1.188837, -2.709576, -2.913881], [-2.576021, -1.635929, -4.581830], [-1.056616, -0.817300, -4.336098], [-2.537094, -0.113461, -3.707504], [0.640396, -2.457033, -1.826376], [5.115745, 1.199433, 0.812156], [4.582536, 0.422354, -0.666767], [6.315624, 0.615883, -0.294683]], "atomic_forces_ev_per_a": [[0.35, -0.42, -0.24], [-0.03, 0.30, 0.41], [0.48, -0.45, 0.32], [-0.34, 0.06, -0.28], [-0.31, -0.02, -0.61], [-0.04, -0.23, 0.16], [0.11, 0.49, 0.02], [-0.38, -0.46, 0.52], [0.75, 0.56, -0.69], [-0.13, -0.07, 0.05], [0.25, 0.17, 0.56], [0.50, -0.14, -0.33], [-0.13, 0.06, -0.18], [-0.36, 0.03, 0.19], [-0.19, -0.18, -0.29], [0.14, -0.48, -0.50], [-0.41, 0.57, 0.27], [0.49, -0.57, -0.07], [0.07, 0.26, -0.18], [-0.09, 0.03, 0.06], [0.29, -0.69, 0.30], [0.16, 0.16, 0.13], [-0.13, 0.17, -0.04], [-0.56, 0.19, 0.10], [0.19, 0.01, -0.01], [0.03, -0.15, -0.11], [0.07, 0.51, 0.49], [-0.03, -0.01, 0.25], [-0.27, 0.23, -0.07], [-0.19, 0.20, -0.02], [0.27, -0.15, -0.01], [-0.29, -0.08, -0.16], [0.06, 0.28, -0.01], [-0.27, -0.01, 0.21], [-0.08, -0.14, 0.01], [0.06, -0.22, 0.06], [-0.14, -0.15, -0.05], [0.20, 0.14, 0.01], [-0.10, 0.21, 0.08], [0.16, -0.14, -0.06], [-0.09, 0.12, 0.26], [-0.06, -0.06, -0.20], [0.04, 0.11, -0.33]], "smiles": "CC[C@H](F)c1c(CC(=O)I)c([C@H](C)F)cc2nc(/C(Br)=C(\\C)Br)c(Cl)nc12", "homo_lumo_gap_ev": 8.3, "largest_force_ev_per_a": 1.16, "relative_energy_kcal_mol": 3.6, "lumo_ev": -1.024, "total_charge": 0, "multiplicity": 1, "total_energy_ev": -190096.5236}

5.
{"formula": "C18H16Br2N2O6", "method": "wB97M-V/def2-TZVPD", "elements": ["O", "O", "O", "Br", "Br", "N", "O", "O", "O", "C", "C", "C", "C", "C", "C", "C", "C", "C", "C", "C", "C", "C", "C", "N", "C", "C", "C", "C", "H", "H", "H", "H", "H", "H", "H", "H", "H", "H", "H", "H", "H", "H", "H", "H"], "positions_angstrom": [[-0.380363, -6.305785, -2.759459], [-2.246680, 4.878936, 0.364517], [-0.235135, 3.372163, 6.443893], [-2.872383, -5.378424, -4.294074], [1.382338, -5.533755, -0.311109], [-1.482590, -1.116498, -1.466875], [-0.170733, 4.146431, 0.840427], [1.194357, 2.564752, 4.827415], [1.624083, 2.131783, 1.863579], [-0.709214, -5.164400, -2.369908], [-1.500513, 4.198886, 1.023820], [0.000337, 3.026313, 5.275807], [-1.213502, -2.401254, -1.703939], [-2.010480, -3.079065, -2.727617], [-0.238801, -3.205988, -0.933600], [-1.799124, -4.434085, -3.011099], [0.021997, -4.518543, -1.255819], [0.574116, 0.070154, -1.006178], [-1.179077, 0.095451, 0.617900], [-0.688844, -0.351077, -0.642476], [0.893712, 1.284089, 1.082613], [1.404946, 0.863999, -0.165464], [-0.433922, 0.892407, 1.467633], [-1.075055, 2.626580, 2.955442], [2.735866, 1.288737, -0.693603], [-2.075733, 3.251366, 2.035070], [-1.209053, 3.117967, 4.368572], [-0.943893, 1.167633, 2.851204], [0.150889, 3.465380, 1.474820], [1.043565, 2.418209, 3.883703], [2.520757, 2.231617, 1.496493], [-2.847172, -2.555750, -3.183564], [0.354964, -2.773683, -0.136429], [0.962513, -0.175755, -2.003700], [-2.191447, -0.213446, 0.908012], [2.840938, 0.908173, -1.725504], [3.544652, 0.876812, -0.061223], [2.795382, 2.371482, -0.727876], [-2.658558, 2.463894, 1.543169], [-2.802553, 3.855491, 2.609182], [-1.464504, 4.133602, 4.431835], [-2.027594, 2.603787, 4.849902], [-0.250650, 0.794327, 3.636244], [-1.915840, 0.661394, 3.033363]], "atomic_forces_ev_per_a": [[-0.82, 2.53, 0.92], [0.67, 0.00, 0.30], [1.52, -0.96, -2.73], [0.66, 0.59, 0.76], [-1.12, 0.71, -0.76], [-0.01, -3.32, -1.55], [-0.48, -0.14, 0.44], [-1.44, 0.66, 0.45], [0.36, -0.03, 0.51], [1.48, -3.70, -0.88], [-0.25, -0.02, -1.29], [-0.75, 0.37, 3.20], [-0.41, 2.37, 0.94], [-0.17, -3.11, -0.40], [0.99, -1.85, -0.59], [-1.10, 3.23, 0.03], [-0.13, 2.03, 0.81], [1.01, 0.30, 0.06], [-0.20, -0.34, -0.85], [0.36, 0.84, 1.97], [-0.78, -1.10, -1.71], [-1.84, -0.32, 0.08], [1.45, -0.90, -0.07], [0.00, 1.34, 1.07], [0.18, -0.49, 0.02], [-0.01, -0.65, 1.78], [0.55, -1.77, -1.66], [-0.44, 0.66, 0.13], [0.11, 0.54, -0.09], [0.51, -0.07, -0.54], [-0.45, -0.03, 0.18], [0.35, 0.09, 0.02], [-0.27, 0.30, -0.07], [-0.21, -0.05, 0.46], [0.47, 0.11, -0.02], [0.19, 0.22, 0.59], [-0.11, 0.27, -0.39], [0.22, 0.28, -0.01], [0.16, 0.27, -0.21], [0.26, -0.37, -0.16], [-0.37, 1.52, -0.48], [-0.21, -0.38, 0.47], [-0.29, 0.28, -0.53], [0.35, 0.08, -0.18]], "smiles": "Cc1cc(N=C2C=C(Br)C(=O)C(Br)=C2)cc(CN(CC(=O)O)CC(=O)O)c1O", "homo_lumo_gap_ev": 6.6, "largest_force_ev_per_a": 4.08, "relative_energy_kcal_mol": 0.0, "lumo_ev": -2.327, "total_charge": 0, "multiplicity": 1, "total_energy_ev": -174274.3869}